{
  "formula": "C3H6NS",
  "method": "wB97M-V/def2-TZVPD",
  "e_homo_ha": [-0.5207, -0.5133],
  "fmax_ev_per_a": 4.76,
  "lumo_ev": [-5.9, -5.1],
  "orbital_gap_ev": [8.317, 8.854],
  "total_charge": 1,
  "species": ["C", "C", "C", "N", "S", "H", "H", "H", "H", "H", "H"],
  "positions_angstrom": [[-0.46756, -0.87305, -0.71992], [0.99534, 1.19411, -0.18238], [0.58915, -0.87941, 0.34988], [-0.18458, 0.29912, 0.23498], [2.18421, -0.22138, -0.03485], [-0.23903, -0.77329, -1.71887], [-1.39838, -1.56050, -0.43922], [0.76841, 1.74258, -1.08130], [0.98260, 1.99195, 0.60019], [0.05840, -2.28505, 1.81271], [-0.90284, 0.80922, 0.75390]],
  "lowdin_charge": [-0.015, -0.289, -0.561, -0.100, 0.988, 0.095, 0.177, 0.103, 0.122, 0.278, 0.201]
}

---

{
  "formula": "C17H52O9",
  "method": "wB97M-V/def2-TZVPD",
  "e_homo_ha": -0.3246,
  "fmax_ev_per_a": 6.77,
  "lumo_ev": 0.0,
  "orbital_gap_ev": 8.851,
  "total_charge": 0,
  "species": ["C", "C", "O", "H", "H", "H", "H", "H", "H", "C", "C", "O", "H", "H", "H", "H", "H", "H", "C", "C", "O", "H", "H", "H", "H", "H", "H", "C", "C", "O", "H", "H", "H", "H", "H", "H", "C", "C", "O", "H", "H", "H", "H", "H", "H", "C", "C", "O", "H", "H", "H", "H", "H", "H", "C", "C", "O", "H", "H", "H", "H", "H", "H", "C", "C", "O", "H", "H", "H", "H", "H", "H", "C", "O", "H", "H", "H", "H"],
  "positions_angstrom": [[-3.35979, -1.29350, 2.40341], [-2.30143, -0.85399, 1.39373], [-1.65982, -1.97395, 0.88134], [-2.89187, -2.03583, 3.04999], [-4.23117, -1.60988, 1.83009], [-3.82793, -0.47582, 2.95147], [-1.55155, -0.27473, 1.93247], [-2.80146, -0.25648, 0.63146], [-1.65487, -2.09731, -0.07069], [-0.06313, 1.21953, -4.99657], [-0.15749, 1.50028, -3.49212], [1.01561, 1.00162, -2.80873], [0.72936, 1.83723, -5.41906], [-0.95304, 1.59114, -5.50458], [0.30797, 0.24909, -5.32621], [-1.01595, 0.91655, -3.15985], [-0.31014, 2.57176, -3.36276], [0.72776, 0.76477, -1.92406], [-3.22440, 1.98649, -1.42045], [-3.10182, 0.65747, -2.21830], [-2.14885, -0.10951, -1.54734], [-3.92406, 2.65399, -1.92346], [-2.28086, 2.53102, -1.38412], [-3.77155, 1.80978, -0.49444], [-2.77976, 0.84146, -3.24325], [-4.00350, 0.05080, -2.30211], [-2.01357, -0.96964, -1.95166], [1.56475, -3.73062, 1.16029], [0.24334, -3.07484, 1.04631], [-0.46032, -2.91871, 2.23848], [1.51895, -4.71931, 1.61687], [2.22699, -3.18922, 1.83589], [1.97631, -3.97046, 0.17988], [-0.42013, -3.59835, 0.35794], [0.41113, -2.10313, 0.58186], [-1.14848, -2.28343, 2.02764], [0.79238, 0.53115, 3.20606], [1.76338, 1.10180, 4.20178], [1.82510, 0.18509, 5.27223], [0.87468, 1.10602, 2.28365], [-0.22191, 0.27247, 3.51001], [1.07137, -0.50174, 2.99770], [1.36872, 1.96646, 4.73537], [2.65648, 1.46047, 3.69009], [2.45978, 0.45157, 5.94139], [0.83514, -0.14908, 0.22243], [0.00882, 1.17189, 0.05765], [-0.45222, 1.23267, -1.23390], [1.87257, -0.29286, -0.07952], [0.34353, -1.09381, -0.00971], [0.90346, -0.23296, 1.30705], [0.63652, 1.99788, 0.39204], [-0.87890, 1.18695, 0.68997], [-1.32234, 0.83731, -1.32433], [4.30704, -2.68841, -1.38846], [3.53379, -2.13719, -0.12167], [4.06417, -1.00269, 0.34100], [5.34506, -2.83016, -1.08759], [4.11301, -2.13242, -2.30570], [4.05158, -3.71964, -1.63215], [3.54263, -2.80928, 0.73642], [2.49413, -2.09874, -0.44681], [3.48385, -0.30893, 0.01925], [-1.18595, 3.16033, 1.48808], [-1.50661, 4.65876, 1.42014], [-1.88042, 5.16397, 2.66570], [-2.01824, 2.46493, 1.59678], [-0.70888, 3.01928, 2.45793], [-0.59215, 2.80455, 0.64610], [-2.15938, 5.03338, 0.63169], [-0.55572, 5.15056, 1.21512], [-1.78840, 6.11882, 2.70291], [1.38997, -1.82029, -3.34733], [0.92953, -1.46449, -2.02425], [2.36856, -2.30025, -3.35712], [0.60642, -2.42095, -3.80923], [1.48725, -0.99948, -4.05790], [1.47696, -0.71723, -1.77223]],
  "lowdin_charge": [-0.035, -0.275, -0.134, 0.089, 0.079, 0.081, 0.098, 0.108, 0.125, -0.074, -0.263, -0.112, 0.069, 0.072, 0.059, 0.071, 0.124, -0.018, -0.027, -0.235, -0.069, 0.083, 0.083, 0.083, 0.110, 0.127, 0.145, -0.077, -0.351, -0.057, 0.084, 0.084, 0.082, 0.128, 0.040, -0.057, -0.092, -0.306, -0.067, 0.053, 0.092, 0.079, 0.108, 0.116, 0.084, -0.050, -0.269, -0.168, 0.065, 0.034, 0.044, 0.119, 0.068, -0.079, -0.045, -0.395, -0.027, 0.068, 0.052, 0.065, 0.084, 0.064, 0.068, -0.082, -0.314, -0.074, 0.079, 0.089, 0.025, 0.107, 0.108, 0.085, -0.101, -0.152, 0.060, 0.084, 0.058, 0.026]
}

---

{
  "formula": "C8H11N4O3",
  "method": "wB97M-V/def2-TZVPD",
  "e_homo_ha": -0.1335,
  "fmax_ev_per_a": 3.32,
  "lumo_ev": 3.5,
  "orbital_gap_ev": 7.115,
  "total_charge": -1,
  "species": ["C", "C", "C", "C", "C", "C", "C", "C", "N", "N", "N", "N", "O", "O", "O", "H", "H", "H", "H", "H", "H", "H", "H", "H", "H", "H"],
  "positions_angstrom": [[3.18455, 1.02717, 0.86672], [1.39421, 1.91738, -0.45093], [-1.51814, 1.11017, 0.22840], [-1.57609, 0.19494, -0.94122], [-0.17402, 0.70135, 0.96625], [-0.12912, 0.05340, -1.41537], [1.91721, -0.41144, 0.01601], [0.77495, 0.54796, -0.23896], [2.57922, -0.78900, -1.14285], [2.75726, -1.97911, -1.35330], [1.73266, -1.70389, 0.69512], [2.00750, -2.70252, -0.23214], [0.80971, 2.74620, -1.10961], [4.33617, 0.75020, 0.64121], [2.57928, 2.17951, 0.06992], [2.70002, 1.23249, 1.78999], [-1.21572, 2.13168, -0.05441], [-2.35027, 1.18948, 0.84228], [-1.89647, -0.81850, -0.44206], [-2.32148, 0.37473, -1.71282], [0.13556, 1.47362, 1.63725], [-0.15513, -0.26089, 1.64749], [-0.02860, -1.01378, -1.52134], [0.00289, 0.70128, -2.26499], [2.35632, -1.65092, 1.49741], [1.26106, -3.09469, -0.74624]],
  "lowdin_charge": [-0.376, -0.496, -0.192, -0.207, -0.097, -0.102, -0.345, -0.328, 0.015, 0.025, -0.034, -0.085, 0.078, -0.027, 0.060, 0.108, 0.108, 0.074, 0.136, 0.098, 0.096, 0.140, 0.095, 0.112, 0.100, 0.045]
}

---

Calculated energy above the lowest of the compared OMol25 structures with the same formula, charge and spin (kJ/mol), listed in the same order as above: 468.3; 1162.0; 228.8